[1]
Computed, not measured: C2H14NaO7 as an isolated structure, with the ωB97M-V functional and the def2-TZVPD basis.

Geometry (Å):
H: 1.775642 -2.925647 -0.287500
H: 0.142786 -1.057600 4.307888
H: 0.623778 2.523424 1.510794
H: -2.675055 1.202210 2.305125
H: 1.877046 1.740864 1.918806
O: 1.112115 -2.230699 -0.251049
H: 1.086647 1.251196 -1.349101
C: 0.496415 0.597401 -2.034425
H: 0.162255 2.319645 -3.241264
O: -1.644045 -2.210093 0.496208
O: 1.099077 1.699798 1.349608
H: -2.417518 -1.775794 0.113497
Na: 0.005872 -0.385357 0.783751
C: 0.469494 1.258314 -3.456544
O: -0.257159 0.605934 -4.376661
H: -1.028465 -2.287733 -0.250865
H: -1.221870 1.622636 2.503217
H: -0.698859 -1.757578 3.233548
O: -0.102722 -1.008363 3.378513
H: 1.533150 1.470010 -3.742601
H: 1.118602 -0.335343 -2.144082
O: -0.722234 0.252505 -1.459000
H: 1.095783 -1.837338 -1.153127
O: -1.830734 1.267610 1.845264

Forces on the atoms, in the same order (eV/Å):
H -0.054 0.085 -0.010
H 0.032 -0.010 -0.106
H 0.028 -0.041 -0.374
H 0.051 -0.033 -0.121
H -0.050 0.037 -0.155
O 0.045 -0.041 -0.375
H 0.305 0.313 -0.132
C -1.008 -0.624 0.406
H -0.619 0.168 0.100
O -0.148 -0.114 0.186
O 0.092 -0.033 0.587
H 0.277 0.139 -0.108
Na -0.473 0.595 -0.824
C -0.638 -0.201 -0.027
O 0.514 0.304 0.127
H -0.122 0.114 -0.020
H -0.046 -0.160 -0.003
H 0.076 0.168 -0.120
O -0.116 -0.197 0.043
H 0.571 -0.445 0.060
H 0.458 -0.234 -0.375
O 0.827 -0.142 0.789
H -0.022 0.277 0.224
O 0.018 0.075 0.229

The net charge is -1. As for the lowest unoccupied orbital energy: 1.3 eV. The gap between HOMO and LUMO is 2.170 eV. The energy relative to the best compared isomer or geometry (same formula, charge and spin) is 0.0 kcal/mol. As for the HOMO energy: -0.851 eV.

[2]
Computed, not measured: C43H37AsBr2IrN5OPS as an isolated structure, with the ωB97M-V functional and the def2-TZVPD basis.

Geometry (Å):
H: 4.935765 -0.133641 -1.107239
C: -0.593887 -0.184891 2.551965
C: 0.446343 -1.868540 3.914118
H: -0.826329 4.960357 6.116495
N: -1.806372 -3.641173 -2.274254
C: 3.966796 0.215004 -1.440717
Br: 3.049936 -4.038720 -0.405870
H: 5.415689 4.555882 -1.423072
H: -1.594803 0.796582 -5.794879
C: 1.160715 5.472354 3.424722
H: 3.065198 5.303255 -1.325687
C: 3.807897 0.690563 -2.732089
H: -4.827394 -3.552220 -3.646056
H: 4.643837 0.698537 -3.419682
C: 0.155577 2.231467 0.766595
C: 1.479464 -4.740135 -1.159826
H: -1.662876 4.305469 1.972781
C: -2.900570 -4.076578 -2.872569
As: 0.854460 5.116925 0.544543
C: 1.486968 1.084842 -2.283178
C: 0.328137 -6.626109 -2.097304
C: 3.291415 3.848299 1.717666
C: 2.719385 4.518026 0.638624
C: -3.019207 -5.426235 -3.253320
H: -4.339520 -2.663078 -2.184998
H: 1.884077 -1.731540 0.859631
C: -3.640360 -0.087380 -0.807319
C: 0.315329 5.013992 2.416513
H: -5.247109 -0.438775 1.365211
Ir: -1.200786 -1.377824 -1.492936
H: -1.227415 -0.673855 4.533933
H: -1.246815 -3.273709 1.095715
H: -2.781582 -3.556541 3.008669
C: 2.570029 1.161430 -3.142403
S: -0.760566 -0.794841 -3.737023
H: -3.606471 -2.265534 -3.733346
H: 2.138922 5.863109 3.170639
H: 2.713837 3.663170 2.614788
H: 6.422238 3.390574 0.512925
H: -2.059127 -7.331391 -3.311042
C: -2.991314 -2.820961 2.246771
H: 0.623150 3.241793 -1.094844
C: 0.062981 3.419399 -0.176185
C: 0.756313 5.440565 4.751143
N: -2.724173 -0.157386 -1.805830
H: 5.053209 2.929661 2.518665
C: -3.466486 -0.947939 0.265263
C: -4.138665 -1.999210 2.326688
N: -2.116127 1.129947 -5.004556
C: 1.629854 0.572488 -0.992287
C: 1.439521 -6.086452 -1.481610
C: -0.782453 -4.468225 -2.037265
C: 0.306842 -0.441937 1.514837
C: 5.384600 3.698565 0.543957
C: 2.894190 0.185951 -0.560689
C: -0.812123 -5.827251 -2.396773
C: -0.970440 4.599192 2.755271
C: -2.141067 -2.666788 1.181899
H: 0.523833 -2.393305 4.857397
N: -2.345487 -1.766081 0.213238
O: 0.402207 -2.636441 -1.123302
H: 3.052249 -0.145243 0.456018
C: -1.985221 -6.292908 -3.019952
H: -0.972642 3.616488 -0.455770
H: 1.427918 5.784056 5.527350
C: -2.068019 0.396434 -3.860401
H: -2.382524 4.253529 4.331249
H: -3.926831 -5.770831 -3.728189
H: -4.464264 0.606428 -0.895569
P: 0.084986 0.520179 -0.019870
H: 0.511323 1.404740 -2.625897
C: 4.618021 3.442255 1.669165
H: 1.107888 2.231824 1.303809
C: -0.511022 4.982922 5.081555
C: 1.308361 -2.168126 2.870627
C: -1.380209 4.576372 4.079646
H: 2.437444 1.563186 -4.138855
C: 3.498505 4.762995 -0.490311
H: -1.368104 0.562863 2.423995
C: 0.383076 -3.871193 -1.411621
C: 4.821129 4.353447 -0.541346
C: 1.232155 -1.468344 1.674420
C: -0.520920 -0.888650 3.742473
H: -4.833800 -2.119862 3.146387
C: -4.371230 -1.073272 1.354837
Br: 0.356592 -8.446015 -2.569054
H: -0.638019 2.276471 1.509335
C: -3.991391 -3.088680 -3.128121
H: -2.946543 1.668347 -5.186737
H: 2.291747 -6.710705 -1.255056
H: 2.048040 -2.951776 2.982595
N: -2.917882 0.580360 -2.909224

Forces on the atoms, in the same order (eV/Å):
H 0.023 0.040 0.006
C 0.072 0.035 -0.021
C 0.001 0.001 0.041
H -0.003 0.000 -0.002
N 0.170 0.038 0.197
C 0.121 0.006 0.103
Br -0.283 -0.069 -0.113
H 0.001 0.010 0.007
H -0.037 0.026 -0.059
C -0.041 0.016 -0.059
H 0.042 -0.030 -0.027
C 0.011 0.028 -0.059
H -0.024 0.017 0.020
H 0.022 0.030 0.042
C -0.180 -0.126 -0.223
C 0.591 0.105 0.231
H -0.020 -0.039 0.049
C -0.168 -0.066 -0.045
As -0.085 0.068 -0.288
C 0.056 -0.043 0.043
C 0.036 -0.325 -0.105
C -0.007 -0.024 -0.019
C -0.177 -0.188 0.087
C 0.108 -0.009 0.016
H -0.004 0.007 -0.005
H 0.060 -0.065 -0.027
C 0.025 0.055 -0.132
C 0.036 -0.041 -0.040
H -0.002 -0.003 0.060
Ir -0.850 0.861 -0.963
H 0.025 0.016 0.016
H 0.027 0.067 -0.021
H 0.056 -0.011 -0.027
C -0.038 -0.006 -0.023
S -0.208 -0.272 1.005
H 0.003 0.009 0.019
H 0.009 -0.042 0.053
H -0.003 -0.077 -0.046
H -0.011 0.004 -0.004
H -0.012 -0.006 0.002
C 0.071 -0.066 -0.134
H 0.047 0.115 -0.018
C 0.095 -0.029 0.286
C -0.040 0.054 0.017
N 0.215 -0.403 0.444
H 0.001 0.019 -0.011
C 0.059 0.010 -0.042
C -0.067 0.123 -0.131
N 0.026 0.094 -0.078
C -0.081 -0.003 0.110
C 0.036 0.030 0.036
C -0.290 -0.255 -0.257
C 0.030 -0.027 -0.076
C 0.073 -0.064 -0.076
C 0.017 -0.013 -0.002
C -0.174 0.198 0.037
C 0.054 -0.017 -0.079
C -0.022 -0.321 0.350
H -0.016 -0.044 -0.025
N 0.308 0.187 -0.547
O 0.275 -0.659 0.009
H 0.030 0.033 -0.021
C 0.035 -0.006 0.016
H -0.001 0.052 -0.044
H -0.001 0.012 -0.004
C 0.301 -0.453 0.400
H -0.003 -0.009 -0.009
H -0.005 0.026 -0.018
H -0.016 -0.036 -0.032
P 0.295 0.275 0.154
H 0.004 0.039 -0.009
C -0.012 -0.023 0.078
H 0.026 -0.073 0.006
C 0.010 -0.011 0.040
C 0.013 -0.089 0.001
C -0.045 0.034 0.026
H 0.012 -0.011 0.003
C -0.138 0.101 0.024
H -0.004 -0.014 0.064
C -0.080 0.362 0.034
C 0.056 -0.020 -0.041
C -0.094 -0.006 0.039
C -0.027 0.038 -0.008
H 0.004 0.038 0.016
C -0.002 -0.026 0.085
Br 0.015 0.283 0.118
H 0.058 0.007 0.015
C 0.017 0.010 0.012
H -0.015 -0.024 0.021
H 0.008 -0.001 -0.043
H 0.002 0.015 0.015
N -0.396 0.556 -0.440

The net charge is +1. As for the lowest unoccupied orbital energy (alpha / beta): -3.4 / -5.7 eV. The gap between HOMO and LUMO (alpha / beta) is 5.050 / 4.225 eV. As for the spin multiplicity: 5. As for the HOMO energy (alpha / beta): -8.401 / -9.891 eV.

Number 1: calculated total energy -21048.45081 eV. Number 2: calculated total energy -278569.91167 eV.